{"formula": "C20H26N2O2SiY", "method": "ωB97M-V with the def2-TZVPD basis set", "total_charge": 1, "homo_lumo_gap_ev": [4.5, 4.4], "lumo_energy_ev": [-2.70, -2.77], "e_tot_ev": -37147.530, "elements": ["C", "C", "C", "H", "C", "C", "H", "H", "H", "H", "Y", "C", "H", "H", "H", "Si", "C", "C", "H", "C", "H", "C", "H", "C", "H", "C", "H", "C", "C", "H", "C", "H", "C", "H", "C", "H", "C", "H", "H", "H", "C", "O", "C", "O", "N", "N", "H", "H", "H", "H", "H", "H"], "positions_angstrom": [[1.472110, -1.798533, 2.046820], [1.771344, -1.632632, 0.657662], [2.634657, -0.500742, 0.522481], [1.481634, -2.314374, -0.139210], [2.877491, 0.028736, 1.826845], [2.144836, -0.764868, 2.765487], [2.236877, -0.707787, 3.856872], [0.924055, -2.625216, 2.506221], [3.122268, -0.190094, -0.393792], [3.654700, 0.743693, 2.106847], [0.479409, 0.363604, 1.303801], [-1.719673, 1.669563, -3.063918], [-0.733027, 2.074691, -2.697977], [-1.603379, 1.629490, -4.169147], [-2.203404, 0.660851, -2.875504], [-0.937193, 0.457786, -1.575059], [-2.256861, -0.698709, -0.977564], [-1.922490, -1.983445, -0.523757], [-0.868567, -2.265472, -0.393541], [-2.931905, -2.900435, -0.211171], [-2.656612, -3.897381, 0.143637], [-4.274843, -2.533642, -0.336417], [-5.062896, -3.260573, -0.127044], [-4.614919, -1.226991, -0.719987], [-5.663296, -0.928203, -0.798930], [-3.605425, -0.297262, -0.980362], [-3.856072, 0.747231, -1.181926], [0.381171, -0.377037, -2.534317], [0.031415, -1.503226, -3.287124], [-0.947212, -1.966927, -3.153612], [0.960368, -2.046906, -4.180470], [0.678818, -2.912693, -4.778887], [2.244582, -1.505194, -4.272959], [2.980073, -1.964929, -4.931700], [2.596329, -0.386052, -3.507601], [3.599427, 0.034610, -3.579677], [1.664388, 0.177331, -2.630620], [1.943084, 1.033204, -2.004686], [-0.450587, 1.380494, -0.418094], [-2.472739, 2.397048, -2.744349], [-0.064627, 2.075053, 5.889674], [0.562024, 2.896705, 4.846401], [0.680876, 2.342388, 3.660757], [0.194013, 1.211221, 3.336772], [1.341823, 3.102526, 2.771058], [1.500071, 2.584928, 1.438455], [0.546923, 1.192504, 6.094833], [-1.078431, 1.795178, 5.601760], [-0.081155, 2.731159, 6.752349], [1.655472, 4.026460, 3.050678], [1.138900, 3.289846, 0.780274], [2.506178, 2.543026, 1.229717]], "atomic_forces_ev_per_a": [[0.535, 0.163, 0.300], [0.179, -0.253, 0.111], [0.471, -0.173, 0.124], [0.065, 0.277, 0.165], [0.260, -1.212, 0.588], [1.197, -0.857, -0.224], [-0.297, 0.141, -0.614], [0.087, 0.432, -0.246], [-0.098, -0.055, 0.203], [-0.477, -0.017, -0.176], [-0.979, -0.087, -1.091], [-0.576, 1.226, -1.864], [-0.858, -0.215, -0.800], [-0.122, 0.271, 0.185], [0.057, 0.753, -0.706], [1.314, -1.612, 4.229], [-0.078, 0.219, 0.345], [-0.343, -0.431, 0.043], [-0.471, 0.067, -0.301], [0.132, 0.120, 0.139], [-0.174, 0.323, -0.141], [-0.012, 0.262, -0.188], [0.268, 0.247, -0.062], [0.104, -0.098, 0.306], [0.353, -0.130, 0.115], [-0.060, -0.506, -0.187], [-0.038, -0.310, -0.188], [-0.228, 0.516, 0.490], [0.438, -0.207, -0.423], [0.201, 0.136, -0.201], [-0.079, -0.013, 0.336], [0.151, 0.178, 0.137], [-0.090, 0.109, 0.032], [-0.198, 0.163, 0.097], [-0.240, -0.057, 0.271], [-0.236, -0.133, -0.001], [0.460, -0.137, -0.611], [-0.126, -0.261, -0.325], [0.056, -0.234, -0.972], [0.066, -0.078, -0.143], [0.125, 0.178, -0.082], [-0.032, -0.640, -0.142], [-1.107, -1.714, -0.544], [0.325, 2.710, 1.748], [0.117, 0.065, -0.054], [0.377, 1.603, 0.167], [-0.119, 0.185, -0.169], [0.198, 0.032, -0.074], [-0.017, -0.032, 0.016], [0.061, -0.236, -0.233], [-0.089, -0.370, 0.421], [-0.454, -0.306, 0.192]]}


{"formula": "C5H7N4O", "method": "ωB97M-V with the def2-TZVPD basis set", "total_charge": 1, "homo_lumo_gap_ev": 9.1, "smiles": "O[C@H]1[NH+]=CNc2[nH]ncc21", "lumo_energy_ev": -4.18, "e_tot_ev": -13298.316, "elements": ["O", "C", "N", "C", "N", "C", "N", "N", "C", "C", "H", "H", "H", "H", "H", "H", "H"], "positions_angstrom": [[-1.308178, 1.694539, -0.921190], [-0.931633, 0.962295, 0.271142], [-1.778593, -0.219509, 0.378596], [-1.385220, -1.422265, -0.015870], [-0.144632, -1.684271, -0.468470], [0.848055, -0.711923, -0.307345], [2.219420, -0.763000, -0.198788], [2.726239, 0.397429, 0.090521], [1.735583, 1.268445, 0.252629], [0.544516, 0.594471, 0.040386], [-1.238591, 2.601379, -0.625186], [-1.203480, 1.487500, 1.121620], [-2.652794, 0.048130, 0.803611], [-2.132469, -2.348189, 0.006707], [0.235288, -2.599841, -0.646072], [2.672455, -1.637240, -0.280291], [1.794028, 2.332050, 0.498005]], "atomic_forces_ev_per_a": [[-0.454, -0.657, 1.313], [1.879, -0.392, -3.580], [1.669, -0.705, -0.668], [-1.490, -2.271, -0.207], [0.174, 0.656, 0.918], [0.361, 2.715, 1.143], [-3.220, -1.260, -0.946], [1.597, 1.555, 0.523], [-0.117, -0.415, -0.013], [-2.894, -1.236, 0.813], [-0.203, 0.712, -0.459], [0.248, 1.502, 1.702], [-0.533, -1.090, -0.273], [1.665, 2.351, -0.015], [-0.983, -0.556, -0.097], [1.570, -0.277, -0.088], [0.730, -0.633, -0.066]]}


{"formula": "C16H26ClKN2OS2", "method": "ωB97M-V with the def2-TZVPD basis set", "homo_lumo_gap_ev": 4.7, "lumo_energy_ev": -0.15, "e_tot_ev": -72557.912, "elements": ["K", "Cl", "C", "C", "C", "C", "C", "C", "C", "H", "H", "H", "H", "H", "H", "O", "S", "C", "C", "C", "C", "H", "H", "H", "H", "H", "H", "H", "H", "C", "N", "C", "C", "S", "N", "C", "C", "H", "H", "H", "H", "H", "H", "H", "H", "H", "H", "H", "H"], "positions_angstrom": [[-0.415549, 1.877348, -1.099053], [-3.189127, 2.329061, -5.170825], [-2.793958, 2.944626, -3.580296], [-1.727222, 3.822417, -3.412055], [-1.399472, 4.289881, -2.157733], [-2.096555, 3.867359, -0.975971], [-1.637041, 4.134484, 0.302437], [-3.266833, 3.072983, -1.226412], [-3.590772, 2.616468, -2.482129], [-1.165999, 4.145785, -4.280859], [-0.575142, 4.988228, -2.049327], [-2.263223, 3.909612, 1.158298], [-0.861884, 4.879071, 0.454147], [-3.896102, 2.807175, -0.384173], [-4.472396, 2.004162, -2.629335], [1.417485, 0.574029, -1.115061], [1.772298, -0.277344, 0.056377], [2.836333, -1.619467, -0.611579], [4.142032, -1.589387, 0.169609], [4.471818, -0.109954, 0.347481], [3.198380, 0.527442, 0.887036], [2.977697, -1.354276, -1.659666], [2.294665, -2.562994, -0.545228], [4.933341, -2.127973, -0.352031], [4.002642, -2.058777, 1.147700], [4.724946, 0.329538, -0.619251], [5.314655, 0.044173, 1.021335], [3.106254, 1.592041, 0.678632], [3.079706, 0.356787, 1.958376], [-1.129287, -1.145285, 3.610923], [-0.742629, -1.898711, 2.425861], [0.550850, -2.552560, 2.579046], [-1.120197, -1.418872, 1.188605], [-1.855716, 0.060839, 0.985388], [-0.857449, -2.265439, 0.148249], [-1.207131, -1.865353, -1.203559], [-0.901307, -3.712123, 0.338007], [-0.957315, -1.777262, 4.482991], [-2.181376, -0.884094, 3.558718], [-0.553991, -0.219889, 3.710653], [1.296768, -1.836818, 2.944398], [0.897836, -2.959592, 1.632714], [0.475913, -3.364715, 3.304293], [-0.950193, -0.824416, -1.380407], [-2.277994, -1.982221, -1.391258], [-0.650381, -2.493147, -1.900905], [-0.927360, -3.962877, 1.393352], [-0.031695, -4.187008, -0.123672], [-1.798324, -4.122956, -0.133843]], "atomic_forces_ev_per_a": [[-1.334, 0.779, -0.282], [-0.029, -0.007, -0.068], [0.043, -0.012, -0.014], [-0.100, -0.080, -0.077], [-0.009, 0.154, -0.047], [-0.474, 0.689, 0.155], [0.036, 0.154, 0.187], [0.026, -0.072, 0.004], [0.106, -0.027, -0.041], [0.018, -0.001, 0.008], [0.004, -0.012, -0.009], [0.022, -0.047, -0.013], [0.017, -0.030, -0.032], [0.005, -0.015, -0.013], [0.012, -0.018, 0.008], [1.279, -0.738, -0.356], [0.791, -0.435, 0.387], [-0.122, -0.014, 0.231], [0.007, 0.052, 0.002], [-0.007, -0.049, 0.018], [-0.040, -0.113, -0.107], [-0.049, 0.059, -0.012], [-0.004, 0.023, -0.020], [-0.035, -0.040, 0.002], [0.055, -0.022, -0.012], [0.024, 0.006, 0.009], [-0.007, 0.040, -0.015], [-0.082, 0.008, 0.049], [-0.020, 0.004, -0.004], [-0.022, -0.037, -0.060], [0.061, 0.337, -0.141], [0.093, -0.004, 0.004], [0.027, -0.309, 0.156], [-0.091, -0.055, 0.192], [-0.173, -0.032, 0.072], [0.052, 0.034, -0.130], [-0.064, -0.109, -0.070], [0.013, 0.005, -0.024], [-0.011, 0.009, -0.003], [0.011, -0.006, -0.002], [-0.024, 0.014, 0.022], [0.081, 0.099, 0.152], [0.025, -0.017, -0.009], [0.036, -0.156, 0.037], [-0.012, 0.009, 0.011], [-0.018, -0.003, 0.004], [-0.104, -0.055, -0.144], [-0.005, -0.014, 0.021], [-0.007, 0.054, -0.028]]}


Values for ΔE to the lowest compared entry with this formula, charge and spin, kcal/mol, ordered as above
90.0, 30.0, 1.8